{
  "formula": "C5H5BaO5",
  "method": "the ωB97M-V functional and the def2-TZVPD basis",
  "e_homo_ev": [-7.40, -7.88],
  "multiplicity": 2,
  "elements": ["O", "C", "O", "O", "C", "C", "O", "C", "C", "O", "Ba", "H", "H", "H", "H", "H"],
  "xyz": [[3.20807, -0.57880, 0.61462], [3.45023, -1.52707, -0.05635], [4.04640, -2.28725, -0.69749], [-0.12671, 1.99005, 2.25720], [-1.09165, 2.43447, 1.55230], [-1.42906, 2.11677, 0.29154], [-0.67589, 1.05268, -0.26384], [-1.40753, -0.12430, -0.64729], [-0.39468, -1.25967, -0.71598], [0.37324, -1.32165, 0.44995], [0.94761, 0.44614, 1.56547], [-2.13673, 2.62108, -0.36303], [-1.90218, 0.04693, -1.61477], [-2.17953, -0.32801, 0.11221], [0.26812, -1.08343, -1.58671], [-0.94970, -2.19794, -0.89782]],
  "mulliken_charge": [-0.51, 0.75, -0.31, -0.72, -0.09, -0.16, -0.54, -0.38, -0.34, -0.93, 1.74, 0.36, 0.31, 0.30, 0.21, 0.31]
}